1.
C34H36EuF2N6S2Si2 | ωB97M-V/def2-TZVPD

Structure (XYZ):
```
83
Properties=species:S:1:pos:R:3:mulliken_spin:R:1
Eu -0.458 1.045 0.621 6.981
C -3.690 -4.419 0.828 0.000
C -2.727 -3.957 1.813 0.001
N -1.917 -4.703 2.511 0.000
N -1.233 -3.742 3.320 0.000
C -1.477 -2.456 2.829 -0.006
S -0.647 -1.065 3.256 0.001
N -2.438 -2.622 1.930 -0.001
N -3.004 -1.652 1.100 0.002
H -3.749 -5.493 0.842 0.000
H -3.351 -4.185 -0.161 0.000
H -4.686 -4.072 0.926 0.000
H -0.219 -3.948 3.525 0.000
H -2.244 -1.400 0.403 0.005
H -2.940 -0.800 1.648 -0.002
F -2.442 2.488 6.244 0.000
C -1.706 2.824 5.169 0.000
C -1.714 2.114 3.991 -0.011
C -0.895 2.456 2.861 0.024
C -0.222 3.725 3.020 -0.019
C -0.432 4.479 4.200 0.004
F 0.221 5.667 4.448 0.000
C -1.051 4.004 5.301 0.002
C 0.810 4.157 2.029 -0.006
C 2.075 4.607 2.468 -0.001
C 3.057 4.870 1.532 -0.001
C 2.809 4.719 0.191 0.004
C 1.582 4.165 -0.159 -0.003
N 0.624 3.881 0.738 0.009
H -2.026 1.049 4.087 -0.003
H -1.141 4.566 6.238 0.000
H 2.345 4.762 3.482 0.000
H 4.062 5.160 1.933 0.000
H 3.610 4.740 -0.547 0.000
H 1.369 3.970 -1.192 -0.003
C 0.893 1.348 -2.788 0.008
C -0.392 0.715 -3.129 -0.011
C -0.556 -0.032 -4.305 -0.001
C -1.824 -0.417 -4.615 -0.001
C -2.885 -0.209 -3.721 -0.003
C -4.097 -0.748 -3.983 0.001
C -5.077 -0.613 -3.018 -0.001
C -4.864 0.035 -1.801 0.003
C -3.639 0.628 -1.437 -0.001
S -3.263 1.598 0.014 -0.005
C -2.660 0.486 -2.477 -0.002
N -1.374 0.952 -2.224 0.019
H 1.169 2.196 -3.491 0.000
H 1.665 0.596 -2.954 0.001
H 1.038 1.774 -1.819 -0.007
H 0.290 -0.182 -4.993 0.000
H -1.995 -0.832 -5.627 0.000
H -4.392 -1.111 -4.910 0.000
H -6.106 -0.992 -3.006 0.000
H -5.677 0.133 -1.115 0.000
C 4.515 1.149 0.680 -0.002
Si 2.759 0.450 0.563 0.017
C 2.965 -0.792 1.961 -0.003
C 3.023 -0.749 -0.984 -0.008
C 4.230 -0.681 -1.789 0.000
C 4.250 -1.223 -3.041 0.000
C 3.185 -1.908 -3.662 0.000
C 2.052 -2.056 -2.853 0.000
C 1.914 -1.508 -1.593 -0.012
Si 0.358 -1.734 -0.507 0.031
C 0.877 -3.334 0.418 -0.003
C -0.940 -2.750 -1.664 -0.005
H 5.187 0.321 0.769 0.000
H 4.610 1.769 1.598 0.001
H 4.857 1.821 -0.149 -0.001
H 3.692 -1.545 1.719 0.000
H 2.064 -1.301 2.236 0.002
H 3.343 -0.193 2.854 0.000
H 5.065 -0.116 -1.406 0.000
H 5.216 -1.127 -3.520 0.000
H 3.303 -2.315 -4.701 0.000
H 1.273 -2.591 -3.328 0.000
H 1.355 -4.104 -0.211 0.001
H 0.032 -3.710 0.986 0.002
H 1.678 -3.205 1.102 0.000
H -1.813 -2.687 -1.119 0.003
H -0.604 -3.823 -1.727 0.000
H -0.857 -2.316 -2.655 0.000
```

Properties
multiplicity: 8
charge: -2
ΔE to the lowest compared entry with this formula, charge and spin: 1.0064 eV
Kohn-Sham gap (alpha / beta): 0.193 / 0.196 Ha
LUMO (alpha / beta): 4.48 / 4.48 eV
HOMO energy (alpha / beta): -0.760 / -0.856 eV

2.
C34H36N2O4S2 | ωB97M-V/def2-TZVPD

Structure (XYZ):
```
78
Properties=species:S:1:pos:R:3:lowdin_charge:R:1
C 3.394 4.727 -4.512 -0.091
C 2.888 3.554 -5.073 -0.085
C 2.699 2.422 -4.281 -0.061
C 3.014 2.464 -2.921 -0.265
S 2.776 1.001 -1.876 0.641
C 1.461 1.335 -0.800 -0.406
S 1.592 0.995 0.880 0.606
C 2.997 1.830 1.621 -0.272
C 4.225 1.163 1.668 -0.076
C 5.294 1.737 2.361 -0.070
C 5.115 2.962 3.021 -0.092
C 3.905 3.657 2.905 -0.092
C 2.847 3.104 2.180 -0.066
O 0.389 1.518 1.505 -0.329
O 1.989 -0.393 1.026 -0.331
O 2.357 -0.128 -2.691 -0.347
O 4.059 0.950 -1.199 -0.336
C 3.566 3.629 -2.366 -0.057
C 3.747 4.762 -3.161 -0.080
H 3.489 5.632 -5.120 0.103
H 2.620 3.521 -6.131 0.104
H 2.314 1.496 -4.706 0.109
H 1.019 2.314 -0.988 0.057
H 4.346 0.197 1.182 0.105
H 6.251 1.212 2.397 0.104
H 5.923 3.377 3.624 0.098
H 3.768 4.625 3.390 0.100
H 1.906 3.634 2.068 0.108
H 3.861 3.657 -1.319 0.115
H 4.142 5.676 -2.713 0.105
C -1.418 -6.467 2.244 -0.038
N -0.196 -5.765 1.914 -0.121
C 0.968 -6.618 1.855 -0.173
C 2.239 -5.794 1.925 -0.163
C 2.246 -4.693 0.861 -0.137
C 0.951 -3.948 0.773 -0.128
C -0.184 -4.480 1.460 -0.137
C -1.285 -3.612 1.653 -0.002
C -1.292 -2.362 1.085 0.003
C -0.303 -1.929 0.136 -0.187
C -0.493 -0.738 -0.629 0.090
C -1.813 -0.160 -0.721 -0.186
C -2.031 1.230 -0.594 0.039
C -3.300 1.797 -0.537 -0.130
C -4.457 0.960 -0.566 -0.156
N -5.713 1.485 -0.437 -0.138
C -6.882 0.638 -0.602 -0.059
C -5.963 2.907 -0.477 -0.177
C -4.833 3.699 0.160 -0.168
C -3.479 3.284 -0.413 -0.144
C -4.267 -0.437 -0.726 -0.016
C -3.001 -0.961 -0.851 -0.039
C 0.848 -2.764 0.052 0.053
H -2.295 -5.836 2.113 0.074
H -1.524 -7.357 1.608 0.099
H -1.385 -6.801 3.290 0.100
H 0.909 -7.326 2.690 0.125
H 0.940 -7.224 0.932 0.136
H 2.307 -5.331 2.919 0.126
H 3.100 -6.459 1.812 0.117
H 3.052 -3.986 1.101 0.129
H 2.503 -5.122 -0.119 0.128
H -2.121 -3.925 2.282 0.106
H -2.107 -1.681 1.329 0.125
H 0.278 -0.422 -1.330 0.085
H -1.160 1.868 -0.484 0.097
H -6.858 -0.198 0.114 0.089
H -7.781 1.231 -0.406 0.086
H -6.945 0.204 -1.616 0.099
H -6.097 3.234 -1.522 0.133
H -6.903 3.096 0.050 0.117
H -5.014 4.765 -0.011 0.115
H -4.810 3.519 1.243 0.123
H -2.683 3.678 0.225 0.121
H -3.338 3.747 -1.401 0.126
H -5.139 -1.098 -0.777 0.098
H -2.902 -2.035 -0.995 0.118
H 1.680 -2.443 -0.580 0.141
```

Properties
multiplicity: 1
Kohn-Sham gap: 0.215 Ha
LUMO: -1.24 eV
HOMO energy: -7.096 eV

3.
C34H37As2F9O5PPdSSi | ωB97M-V/def2-TZVPD

Structure (XYZ):
```
91
Properties=species:S:1:pos:R:3:mulliken_spin:R:1
Pd 0.570 0.043 -0.676 1.333
O -0.461 0.113 3.019 0.008
S -0.025 0.063 1.673 -0.108
O 1.284 -0.533 1.427 0.100
O -0.995 -0.733 0.809 0.265
O -0.012 1.429 1.046 0.122
C -2.860 1.644 2.307 0.018
As -2.392 1.256 0.468 0.481
C -4.277 0.763 -0.174 0.157
C -1.914 3.030 -0.282 0.099
C -2.143 4.197 0.435 -0.014
C -1.630 5.404 -0.014 0.006
C -0.864 5.448 -1.166 0.003
C -0.598 4.279 -1.862 0.010
C -1.110 3.064 -1.424 -0.090
As -0.711 1.381 -2.332 0.218
C -2.387 1.415 -3.435 0.036
C 0.450 1.853 -3.867 0.005
H -3.088 0.706 2.817 0.001
H -3.735 2.300 2.369 0.021
H -1.999 2.084 2.810 -0.005
H -4.877 1.661 -0.317 0.014
H -4.705 0.143 0.612 0.006
H -4.238 0.184 -1.094 -0.020
H -2.716 4.174 1.354 -0.002
H -1.816 6.307 0.548 0.000
H -0.446 6.384 -1.503 0.000
H 0.042 4.305 -2.736 0.001
H -2.370 2.378 -3.955 0.007
H -3.284 1.362 -2.817 -0.007
H -2.395 0.609 -4.169 0.001
H 0.160 2.785 -4.358 0.003
H 0.354 1.043 -4.598 -0.002
H 1.488 1.898 -3.539 0.008
F 2.323 -7.301 -5.467 0.000
C 2.110 -6.038 -5.841 0.000
F 3.208 -5.623 -6.488 0.000
F 1.119 -6.060 -6.750 0.000
C 1.763 -5.126 -4.689 0.001
C 1.640 -3.766 -4.948 0.004
C 1.274 -2.910 -3.927 0.005
C 1.034 -3.408 -2.654 0.013
C 1.179 -4.767 -2.399 0.011
C 1.542 -5.632 -3.414 0.000
P 0.460 -2.320 -1.299 0.187
C -1.331 -2.667 -1.390 0.001
C -1.911 -2.122 -2.540 -0.002
C -3.270 -2.214 -2.757 0.005
C -4.064 -2.833 -1.799 0.002
C -3.501 -3.370 -0.648 0.003
C -2.134 -3.289 -0.445 0.005
C -5.559 -2.907 -1.974 -0.001
F -5.988 -2.259 -3.064 0.000
F -6.001 -4.165 -2.064 0.000
F -6.191 -2.345 -0.925 0.000
C 1.430 -2.989 0.088 0.016
C 1.011 -3.586 1.270 0.013
C 1.941 -3.879 2.253 -0.002
C 3.281 -3.575 2.059 0.009
C 3.712 -2.985 0.878 -0.003
C 2.786 -2.687 -0.096 0.008
C 4.256 -3.854 3.170 -0.002
F 4.195 -2.921 4.134 0.000
F 4.017 -5.033 3.760 0.000
F 5.528 -3.882 2.754 0.000
H 1.830 -3.397 -5.945 0.000
H 1.176 -1.847 -4.106 -0.012
H 0.998 -5.146 -1.404 0.002
H 1.648 -6.691 -3.226 0.000
H -1.274 -1.640 -3.277 0.009
H -3.717 -1.813 -3.655 0.001
H -4.134 -3.845 0.087 0.000
H -1.706 -3.698 0.453 0.000
H -0.027 -3.808 1.454 -0.004
H 1.620 -4.333 3.177 0.000
H 4.757 -2.762 0.731 0.001
H 3.100 -2.182 -1.003 0.003
C 3.738 1.202 1.317 0.372
Si 3.318 1.668 -0.549 0.052
C 2.333 3.300 -0.317 0.056
C 5.125 1.890 -1.215 0.088
O 2.566 0.605 -1.422 0.435
H 4.290 2.012 1.773 -0.008
H 4.303 0.280 1.346 0.025
H 2.779 1.054 1.801 0.016
H 2.860 4.009 0.312 0.000
H 1.382 3.074 0.165 -0.009
H 2.124 3.791 -1.265 0.011
H 5.625 2.686 -0.679 0.000
H 5.084 2.146 -2.266 0.013
H 5.698 0.978 -1.106 -0.004
```

Properties
multiplicity: 5
charge: +1
ΔE to the lowest compared entry with this formula, charge and spin: 0.8398 eV
Kohn-Sham gap (alpha / beta): 0.315 / 0.185 Ha
LUMO (alpha / beta): -2.30 / -6.87 eV
HOMO energy (alpha / beta): -10.884 / -11.896 eV

Record-wise maximum force values, in Eh/bohr: 0.0735; 0.0489; 0.0586